Record 1
76
Properties=species:S:1:pos:R:3:lowdin_charge:R:1 method="wB97M-V/def2-TZVPD" energy_ev=-190817.886 de_lowest_kcal_mol=3.8 charge=-1 orbital_gap_ha=0.241 homo_ev=-4.419
Tl 0.237 0.370 1.959 0.846
C 0.142 3.882 0.109 -0.197
C 0.079 3.087 -1.196 -0.103
C -1.060 2.102 -1.294 -0.301
C -1.503 1.623 -2.538 -0.037
C -2.514 0.687 -2.571 -0.066
C -3.036 0.209 -1.369 -0.054
C -2.503 0.694 -0.203 -0.164
N -1.579 1.659 -0.163 0.073
N 0.836 3.249 1.225 -0.178
C 0.467 3.955 2.465 -0.148
C 0.955 3.325 3.740 -0.309
C 0.104 2.537 4.497 -0.101
C 0.569 1.952 5.662 -0.070
C 1.885 2.166 6.014 -0.074
C 2.669 2.986 5.220 -0.150
N 2.216 3.578 4.116 0.113
C 2.276 3.250 1.009 -0.133
C 2.855 2.102 0.204 -0.274
C 3.993 2.318 -0.564 -0.031
C 4.639 1.258 -1.158 -0.065
C 4.169 -0.027 -0.933 -0.055
C 3.037 -0.172 -0.169 -0.135
N 2.375 0.875 0.348 0.055
H -0.881 4.078 0.428 0.113
H 0.611 4.872 -0.074 0.122
H 1.016 2.565 -1.398 0.106
H -0.025 3.793 -2.016 0.113
H -1.035 2.003 -3.435 0.111
H -2.906 0.314 -3.514 0.090
H -3.815 -0.550 -1.368 0.085
H -2.859 0.319 0.762 0.105
H -0.617 3.939 2.499 0.113
H 0.784 5.013 2.469 0.131
H -0.918 2.401 4.149 0.097
H -0.090 1.317 6.253 0.112
H 2.308 1.718 6.911 0.107
H 3.708 3.142 5.472 0.099
H 2.786 3.176 1.974 0.114
H 2.624 4.208 0.577 0.128
H 4.370 3.328 -0.679 0.111
H 5.532 1.440 -1.760 0.108
H 4.657 -0.910 -1.336 0.108
H 2.653 -1.160 0.078 0.116
Br -5.811 -0.860 -4.155 0.725
C -4.611 -2.235 -3.696 -0.737
C -4.647 -2.797 -2.433 -0.151
C -3.747 -3.790 -2.072 -0.020
C -2.839 -4.313 -2.985 -0.310
C -2.836 -3.727 -4.257 -0.048
C -3.689 -2.691 -4.614 -0.134
N -2.111 -5.511 -2.779 0.034
N -1.419 -5.760 -1.752 0.045
C -1.016 -4.804 -0.843 -0.278
C -0.798 -5.273 0.464 -0.043
C -0.423 -4.470 1.515 -0.026
C -0.238 -3.060 1.342 -0.377
O 0.030 -2.261 2.273 -0.167
C -0.253 -2.599 -0.079 -0.138
N 0.171 -1.340 -0.293 0.063
C 0.325 -0.891 -1.520 -0.168
C 0.120 -1.705 -2.642 -0.042
C -0.326 -2.979 -2.453 -0.009
C -0.601 -3.463 -1.141 -0.091
H -5.409 -2.476 -1.735 0.100
H -3.794 -4.228 -1.076 0.124
H -2.158 -4.097 -5.002 0.106
H -3.653 -2.279 -5.613 0.098
H -1.013 -6.318 0.678 0.107
H -0.298 -4.903 2.502 0.103
H 0.672 0.130 -1.625 0.093
H 0.308 -1.311 -3.633 0.106
H -0.463 -3.645 -3.288 0.095
Se 5.352 0.324 3.797 0.308
C 3.554 0.324 3.458 -0.954
N 2.410 0.336 3.257 -0.044

Record 2
70
Properties=species:S:1:pos:R:3:mulliken_spin:R:1 method="wB97M-V/def2-TZVPD" multiplicity=4 energy_ev=-74291.249 charge=+2 orbital_gap_ha="0.238 / 0.203" homo_ev="-12.312 / -13.384"
O 0.699 -3.703 7.102 0.045
C 0.227 -2.818 6.511 -0.103
Cr -0.268 -1.290 5.454 2.843
C 1.277 -1.632 4.459 -0.162
O 2.238 -1.780 3.821 0.057
C 0.867 -0.297 6.607 -0.012
O 1.695 0.220 7.257 0.156
C -2.216 -0.898 6.187 -0.041
C -2.289 -2.027 5.360 0.157
C -1.713 -2.019 4.088 -0.190
C -1.149 -0.847 3.529 0.023
C -0.503 -0.832 2.208 0.057
C -0.017 -0.799 1.084 0.027
C 0.745 -0.893 -0.192 0.008
C 2.148 -0.328 0.063 -0.001
C 2.381 0.590 1.081 0.000
C 3.631 1.175 1.282 0.000
C 4.712 0.807 0.492 0.000
C 4.504 -0.110 -0.531 0.001
C 3.247 -0.675 -0.718 -0.004
C 0.677 -2.341 -0.748 0.000
C -0.599 -2.895 -0.787 -0.003
C -0.860 -4.120 -1.411 0.000
C 0.184 -4.842 -2.005 0.000
C 1.488 -4.405 -1.788 0.000
C 1.724 -3.230 -1.056 -0.001
C -1.188 0.303 4.345 0.047
C -1.742 0.292 5.625 0.142
H -2.506 -0.936 7.234 0.000
H -2.759 -2.935 5.732 -0.006
H -1.697 -2.936 3.496 -0.026
H 1.564 0.817 1.755 0.000
H 3.758 1.904 2.055 0.000
H 5.706 1.176 0.697 0.000
H 5.313 -0.404 -1.198 0.000
H 3.151 -1.436 -1.488 0.000
H -1.401 -2.390 -0.248 0.000
H -1.871 -4.506 -1.415 0.000
H -0.013 -5.767 -2.548 0.000
H 2.334 -5.007 -2.135 0.000
H 2.734 -3.088 -0.693 0.000
H -0.765 1.227 3.947 -0.008
H -1.783 1.206 6.210 -0.006
C -0.949 1.646 -5.837 0.000
C -0.023 0.782 -4.962 0.000
C -0.273 0.883 -3.477 -0.003
C -1.030 2.001 -3.015 0.001
N -1.460 2.985 -3.865 0.000
C -1.133 3.022 -5.263 0.000
C -2.050 4.218 -3.422 0.000
C -2.801 4.060 -2.131 0.000
C -1.977 3.294 -1.086 0.000
C -1.243 2.093 -1.616 0.001
C -0.703 1.124 -0.761 -0.001
N 0.052 0.058 -1.196 0.003
C 0.268 -0.028 -2.564 -0.001
H -0.545 1.717 -6.848 0.000
H -1.931 1.176 -5.929 0.000
H -0.118 -0.267 -5.262 0.000
H 1.021 1.077 -5.167 0.000
H -0.240 3.633 -5.441 0.000
H -1.942 3.542 -5.776 0.000
H -1.293 5.006 -3.326 0.000
H -2.722 4.565 -4.209 0.000
H -3.075 5.040 -1.740 0.000
H -3.737 3.535 -2.336 0.000
H -1.236 3.988 -0.653 0.000
H -2.629 2.980 -0.264 0.000
H -0.823 1.183 0.330 0.000
H 0.928 -0.845 -2.902 0.000

Record 3
71
Properties=species:S:1:pos:R:3:mulliken_spin:R:1 method="wB97M-V/def2-TZVPD" multiplicity=4 energy_ev=-72504.856 de_lowest_kcal_mol=0.0 charge=+1 orbital_gap_ha="0.217 / 0.265" homo_ev="-9.197 / -10.667"
V -0.622 -0.797 -0.097 1.945
C 0.565 -3.718 2.980 -0.005
O 0.210 -4.406 1.746 0.031
C -0.203 -3.463 0.911 0.063
N -0.106 -2.227 1.312 -0.104
C 0.628 -2.230 2.580 0.052
C 2.027 -1.673 2.410 -0.011
C 2.651 -1.604 1.169 0.057
C 3.931 -1.078 1.056 0.032
C 4.601 -0.628 2.182 0.000
C 3.990 -0.710 3.426 0.002
C 2.710 -1.226 3.537 -0.001
C -0.655 -3.720 -0.426 0.307
C -0.885 -4.937 -1.048 -0.062
C -1.259 -4.953 -2.384 0.189
C -1.366 -3.743 -3.084 -0.057
C -1.124 -2.568 -2.415 0.292
N -0.794 -2.535 -1.090 0.207
C -1.126 -1.214 -2.935 0.048
N -0.864 -0.249 -2.118 -0.166
C -0.916 1.015 -2.848 0.062
C -1.233 0.549 -4.293 -0.005
O -1.372 -0.903 -4.196 0.022
C 0.357 1.814 -2.704 -0.005
C 0.343 3.159 -3.062 0.001
C 1.488 3.929 -2.946 0.001
C 2.661 3.366 -2.461 -0.001
C 2.682 2.027 -2.103 0.015
C 1.535 1.252 -2.228 0.025
H 1.511 -4.124 3.328 0.001
H -0.228 -3.924 3.699 0.003
H 0.100 -1.616 3.312 -0.006
H 2.147 -1.971 0.281 -0.049
H 4.410 -1.033 0.086 0.001
H 5.599 -0.220 2.094 0.000
H 4.510 -0.365 4.310 0.000
H 2.228 -1.267 4.507 0.000
H -0.758 -5.855 -0.491 -0.004
H -1.445 -5.889 -2.889 0.010
H -1.624 -3.722 -4.134 -0.004
H -1.742 1.608 -2.443 -0.005
H -0.427 0.755 -4.994 0.002
H -2.175 0.934 -4.676 0.002
H -0.575 3.611 -3.419 0.000
H 1.464 4.974 -3.226 0.000
H 3.554 3.969 -2.364 0.000
H 3.593 1.579 -1.727 0.001
H 1.577 0.200 -1.966 -0.015
C -4.698 3.014 -0.661 -0.014
C -4.672 1.642 -0.870 0.022
C -3.597 0.889 -0.424 0.021
C -2.526 1.508 0.224 0.094
C -2.560 2.887 0.444 -0.020
C -3.645 3.628 0.002 0.008
N -1.405 0.736 0.573 0.019
C -0.596 1.131 1.682 0.057
C 0.680 1.653 1.473 -0.032
C 1.477 1.985 2.563 0.006
C 0.992 1.825 3.848 0.001
C -0.287 1.313 4.057 0.004
C -1.079 0.952 2.982 -0.024
H -5.541 3.600 -1.000 -0.001
H -5.500 1.152 -1.365 0.001
H -3.586 -0.187 -0.561 0.017
H -1.737 3.371 0.953 -0.001
H -3.665 4.696 0.176 0.000
H 1.027 1.814 0.457 -0.028
H 2.470 2.381 2.399 0.000
H 1.604 2.100 4.697 0.000
H -0.663 1.195 5.065 0.000
H -2.071 0.542 3.126 -0.004